1.
2 unconnected molecules or ions with the total composition C5H7Cl2N3 in a non-equilibrium geometry. Source: OMol25; level of theory: ωB97M-V with the def2-TZVPD basis set.

Each line ends with the Löwdin charge.
Atoms and positions in Å:
C -1.0899 -1.3266 0.0871  -0.2127
C -1.7186 -0.2240 0.3829  -0.7284
C -1.1728 0.6649 2.5117  -0.0367
C 1.3976 0.2953 -0.4166  -0.8305
C 1.3490 0.2858 -1.9010  -0.1430
N -1.8256 0.6397 1.4295  -0.0392
N -0.6354 -2.4451 -0.2214  0.1854
N 1.1144 1.0871 0.5368  0.0665
Cl -2.8064 0.2795 -0.9620  0.5954
Cl 2.3753 -1.1441 0.0485  0.6055
H -1.1554 1.5193 3.0655  0.0338
H -0.2806 0.0301 2.8248  0.1013
H 0.7786 -0.5375 -2.3339  0.0629
H 2.3815 0.2511 -2.3683  0.1011
H 0.6230 1.1222 -2.2309  0.1092
H 0.2270 -2.4238 -0.6864  -0.0064
H 0.4384 1.9259 0.2337  0.1357

Output
SMILES: [H]/N=C(\C)Cl.C=NC(Cl)=C=N
HOMO level: -8.9 eV
ΔE to the lowest compared entry with this formula, charge and spin: 301.14 kJ/mol
E_LUMO: 0.3 eV
Gap between HOMO and LUMO: 9.154 eV
DFT total energy: -34810.0546 eV

=====

2.
A single C5H7Cl2N3O4 molecule in a non-equilibrium geometry. Source: OMol25; level of theory: ωB97M-V with the def2-TZVPD basis set.

Each line ends with the Löwdin charge.
Atoms and positions in Å:
C 1.5073 -1.9470 -0.2671  -0.6657
C 0.6741 1.1751 -0.2387  -0.1895
C 1.3238 0.2566 0.8227  -0.2136
C -0.8261 1.0343 -0.3173  -0.7266
C 0.8512 -1.0915 0.8784  -0.5103
N -3.1341 -0.8226 0.0607  0.0338
N -0.9634 -0.3320 -0.7245  0.0305
N -1.9812 -1.1298 -0.5101  -0.3279
O 0.8082 -2.5689 -1.0844  0.1652
O 2.6728 -2.0050 -0.2289  0.1617
O -4.0145 -1.8092 -0.0586  0.0012
O -1.8473 -2.3173 -1.0591  -0.1100
Cl -1.5875 1.4731 1.2122  0.6608
Cl 0.1050 -1.8704 2.1426  0.8827
H 0.9725 2.2980 -0.1134  0.1573
H 1.1083 0.9981 -1.1883  0.1031
H 2.4035 0.1790 0.5025  0.1605
H 1.3230 0.6759 1.7509  0.0794
H -1.2177 1.6719 -1.0848  0.1068
H -3.5627 -2.6240 -0.3284  0.0865
H -0.1697 -2.3550 -1.3151  0.1143

Output
HOMO level (alpha / beta): -9.0 / -8.4 eV
ΔE to the lowest compared entry with this formula, charge and spin: 23.14 kJ/mol
E_LUMO (alpha / beta): -1.8 / -2.3 eV
Gap between HOMO and LUMO (alpha / beta): 7.171 / 6.086 eV
DFT total energy: -42996.4480 eV

=====

3.
A single C5H7Cl3 molecule in a non-equilibrium geometry. Source: OMol25; level of theory: ωB97M-V with the def2-TZVPD basis set.

Each line ends with the Löwdin charge.
Atoms and positions in Å:
C -1.2922 0.2794 1.2642  -0.1421
C -1.1293 0.1939 -0.2336  -0.6781
C 0.1545 -0.3918 -0.7507  -0.3572
C 1.3976 0.4638 -0.9128  -0.6702
C 1.3798 -0.6679 0.0935  -0.6453
H -0.9226 -0.6110 1.7911  0.0870
H -0.7454 1.1196 1.7042  0.0801
H -2.3043 0.4489 1.6230  0.0722
H -1.2824 1.2401 -0.6852  0.1194
H 0.0507 -1.0829 -1.5733  0.1112
H 2.0507 0.2245 -1.7355  0.0886
H 1.3248 -0.4162 1.1275  0.0888
Cl -2.4729 -0.8525 -0.9235  0.5726
Cl 1.4481 2.1685 -0.5410  0.6481
Cl 2.3429 -2.1165 -0.2477  0.6251

Output
SMILES: C[C@H](Cl)C1[C@@H](Cl)[C@@H]1Cl
HOMO level: -10.2 eV
ΔE to the lowest compared entry with this formula, charge and spin: 24.06 kJ/mol
E_LUMO: 0.8 eV
Gap between HOMO and LUMO: 10.932 eV
DFT total energy: -42865.1289 eV

=====

4.
A molecular structure, C5H7ClFN in a non-equilibrium geometry. Source: OMol25; level of theory: ωB97M-V with the def2-TZVPD basis set.

Each line ends with the Löwdin charge.
Atoms and positions in Å:
C -1.5778 -0.3991 0.4645  -0.2196
C -1.7425 0.8249 -0.5231  -0.1733
C 0.4942 0.8476 0.2922  -0.3628
C 0.8829 -0.2030 -0.4736  -0.7133
C -0.0958 -0.4725 0.6845  -0.1664
H -2.1169 -0.4361 1.3295  0.1105
H -2.8017 1.2724 -0.7774  0.1609
H -1.1100 0.4447 -1.4256  0.1256
H -1.2428 1.9729 0.9718  0.1221
H 1.3375 1.1410 1.0354  0.1311
H 0.8085 -0.2699 -1.6826  0.1736
H 0.2954 -1.3823 1.3960  0.1960
N -0.7874 1.7695 0.0332  -0.0196
F -2.2751 -1.5017 -0.2417  -0.0977
Cl 2.5324 -0.3060 -0.0924  0.7328

Output
HOMO level: -9.4 eV
ΔE to the lowest compared entry with this formula, charge and spin: 401.94 kJ/mol
E_LUMO: 0.9 eV
Gap between HOMO and LUMO: 10.255 eV
DFT total energy: -22024.1336 eV

=====

5.
A molecular structure, C5H7ClN2O2 in a non-equilibrium geometry. Source: OMol25; level of theory: ωB97M-V with the def2-TZVPD basis set.

Each line ends with the Löwdin charge.
Atoms and positions in Å:
C -0.2797 -1.6618 0.0008  -0.4680
C -2.6066 -1.1861 -0.2143  -0.5881
C -0.2678 -0.1346 -0.0823  -0.3317
C 0.4324 0.3407 -1.4080  -0.0292
C 0.0975 0.5287 1.1904  -0.0561
N -1.5356 -2.1356 -0.1629  0.1871
N -2.0770 0.0430 -0.3686  -0.4128
O 0.6592 -2.3578 0.3359  0.0910
O -3.7697 -1.5024 -0.1986  0.0829
Cl -2.6012 1.5744 -0.0432  0.7528
H -0.1089 -0.1691 -2.2417  0.0936
H 1.5537 0.0438 -1.5012  0.1241
H 0.3848 1.4325 -1.5029  0.0743
H 0.0830 -0.1099 2.1234  0.1153
H -0.6784 1.3644 1.2348  0.0385
H 1.1282 1.0272 0.9546  0.1280
H -1.7110 -3.1204 0.1688  0.1983

Output
HOMO level: -9.9 eV
ΔE to the lowest compared entry with this formula, charge and spin: 0.00 kJ/mol
E_LUMO: 0.5 eV
Gap between HOMO and LUMO: 10.343 eV
DFT total energy: -24894.7557 eV

=====

6.
A single C5H7ClN2O7 molecule in a non-equilibrium geometry. Source: OMol25; level of theory: ωB97M-V with the def2-TZVPD basis set.

Each line ends with the Löwdin charge.
Atoms and positions in Å:
C -0.9288 -1.1720 -1.0264  -0.4666
C 0.9317 0.9746 1.0187  -0.0793
C -0.4175 0.5545 0.5469  -0.2273
C -0.2022 -2.4452 -1.4731  -0.3302
C 1.1605 -1.9184 -1.8625  -0.5440
N 4.3064 -0.6460 -0.5389  -0.3370
N 2.1695 -1.8788 -1.0468  -0.2831
O -1.6045 -0.5020 -1.7293  0.1540
O 5.4232 -0.8471 -0.7477  0.2185
O 3.7587 0.0762 0.2017  0.1676
O 2.2308 -2.2127 0.1412  0.0200
O 3.3603 -1.3771 -1.5056  0.0170
O -0.8240 -3.1947 -2.4023  -0.0006
O -0.4014 -0.7608 0.1070  -0.0009
Cl 1.3424 -1.3161 -3.4433  0.8266
H 1.6179 0.9019 0.2136  0.0448
H 0.8604 1.9588 1.4103  0.0770
H 1.3395 0.3135 1.7687  0.0854
H -0.5799 1.1819 -0.4658  0.1738
H -1.1649 0.6696 1.3958  0.1494
H 0.0685 -3.1094 -0.6729  0.1604
H -1.2172 -2.7520 -3.2554  0.1746

Output
SMILES: CCOC(=O)[C@@H](O)/C(Cl)=[N+](\[O-])O[N+](=O)[O-]
HOMO level (alpha / beta): -9.3 / -9.3 eV
ΔE to the lowest compared entry with this formula, charge and spin: 192.13 kJ/mol
E_LUMO (alpha / beta): -0.4 / -0.4 eV
Gap between HOMO and LUMO (alpha / beta): 8.946 / 8.946 eV
DFT total energy: -35124.6060 eV